1.
A structure of composition C36H47ClINO32, computed with ωB97M-V/def2-TZVPD.

Structure (XYZ):
```
118
Properties=species:S:1:pos:R:3:forces:R:3
C 5.7587 1.8820 -1.7322 -5.604 -2.310 -0.954
C 4.5726 1.3755 -1.8972 5.099 0.956 0.392
N 3.3928 0.4638 -2.0693 1.418 2.152 1.982
C 2.8538 0.1637 -0.7228 -2.243 -4.184 1.756
O 2.3241 -0.9868 -0.4614 2.902 6.220 -1.327
O 2.9912 1.1760 0.3085 -0.661 -1.733 -2.215
I 1.3106 2.3220 0.3804 0.354 -0.254 0.014
C 2.3751 1.1037 -2.9777 -0.595 2.140 -1.010
Cl 0.7046 0.2989 -2.9097 1.544 0.327 0.249
C 2.8073 1.2237 -4.5244 -0.559 -0.531 -0.461
C 3.7030 0.0089 -5.0894 0.757 0.259 -0.639
H 6.7900 2.3627 -1.6370 -2.306 -0.964 -0.217
H 2.2091 2.1838 -2.5877 -0.047 -1.860 -0.653
H 3.2656 2.2707 -4.7181 -0.412 -1.922 0.557
H 1.8241 1.2125 -5.1429 1.591 0.186 1.290
H 4.5760 0.4942 -5.6749 -1.458 -0.993 0.920
H 3.1378 -0.6915 -5.8173 0.761 1.354 1.310
H 4.1854 -0.6537 -4.2916 -0.804 1.146 -0.907
C 2.7342 -3.3105 2.6454 0.486 -0.481 -1.010
C 1.7896 -2.1504 2.6022 -0.038 0.615 -0.863
O 1.0026 -2.3389 3.7704 0.180 -0.475 0.738
C 1.7407 -3.0877 4.6354 -0.057 -0.221 0.734
O 1.4411 -3.2896 5.7819 0.180 0.163 -0.817
O 2.8592 -3.5757 4.0366 -0.709 0.380 0.675
H 3.7042 -3.0725 2.2063 -0.045 -0.064 0.229
H 2.3286 -4.1997 2.1527 0.003 0.110 0.063
H 2.3073 -1.1891 2.6701 -0.076 -0.046 0.001
H 1.1644 -2.1524 1.7081 0.005 0.038 0.187
C -2.1238 3.1353 3.8784 0.025 -1.086 -0.405
C -2.2057 4.5607 4.3262 -0.227 0.234 0.772
O -1.6415 5.2732 3.2315 0.068 -0.301 -0.827
C -1.7816 4.4885 2.1279 0.128 0.078 -0.673
O -1.5634 4.8556 1.0012 -0.004 -0.291 0.883
O -2.2002 3.2392 2.4605 0.503 1.116 -0.678
H -2.9415 2.5262 4.2682 1.018 0.255 -1.396
H -1.1717 2.6658 4.1471 0.021 0.071 -0.021
H -3.2367 4.8953 4.4725 0.089 -0.017 -0.044
H -1.6413 4.7431 5.2417 -0.013 0.134 -0.215
C 1.0736 -2.8570 -7.9927 -0.847 0.265 0.262
C 1.5641 -4.1819 -8.4907 -0.431 -0.784 -0.071
O 2.8247 -3.8639 -9.0610 0.190 0.564 0.202
C 3.2566 -2.7186 -8.4642 1.211 0.476 -0.124
O 4.3590 -2.2637 -8.5911 -1.054 -0.401 0.109
O 2.2755 -2.1571 -7.7041 0.457 -0.309 -0.334
H 0.4548 -2.9506 -7.0987 0.189 0.153 -0.016
H 0.5164 -2.3032 -8.7542 0.057 -0.040 0.025
H 1.7135 -4.9038 -7.6824 0.004 0.071 -0.034
H 0.8989 -4.6187 -9.2375 0.233 0.029 -0.029
C -4.7183 3.7106 -1.6894 0.601 -0.592 -0.559
C -4.3251 4.5807 -0.5379 0.978 0.104 0.301
O -5.5144 5.3113 -0.2652 -0.766 -0.251 -0.264
C -6.5544 4.5736 -0.7421 -0.919 0.113 0.130
O -7.7118 4.8177 -0.5300 0.953 -0.188 -0.156
O -6.1144 3.5243 -1.4884 -0.456 0.617 0.499
H -4.1937 2.7548 -1.6865 -0.257 0.079 -0.002
H -4.5619 4.1994 -2.6553 -0.037 -0.009 0.089
H -4.0536 4.0024 0.3499 -0.033 0.001 -0.107
H -3.5045 5.2533 -0.7866 -0.251 -0.003 0.172
C -2.3953 -2.4093 1.8704 0.410 -0.824 0.028
C -2.3455 -1.2667 2.8349 0.458 0.110 0.859
O -2.7916 -0.1677 2.0546 -0.352 -0.229 -0.535
C -3.5408 -0.6766 1.0375 -0.651 0.848 -0.797
O -4.2047 -0.0154 0.2890 0.602 -0.654 0.717
O -3.4368 -2.0344 0.9797 -0.135 0.564 0.056
H -2.6252 -3.3571 2.3601 -0.068 0.077 -0.186
H -1.4662 -2.5185 1.3029 -0.051 0.007 0.033
H -3.0271 -1.4012 3.6804 0.012 0.003 -0.059
H -1.3386 -1.0895 3.2166 -0.139 0.132 -0.068
C -6.8009 2.1703 6.3361 -0.940 0.244 0.162
C -6.3009 0.8434 5.8542 -0.562 -0.816 -0.055
O -5.0323 1.1615 5.2994 0.482 0.715 0.227
C -4.6129 2.3102 5.8941 0.488 0.327 0.346
O -3.5056 2.7678 5.7777 -2.192 -0.674 2.320
O -5.6031 2.8740 6.6357 0.741 -0.258 -0.422
H -7.4316 2.0818 7.2220 0.207 0.150 -0.017
H -7.3484 2.7175 5.5633 0.072 -0.039 0.037
H -6.1608 0.1273 6.6693 0.037 0.073 -0.047
H -6.9545 0.3999 5.1013 0.254 0.046 -0.039
C -2.3916 -6.5200 1.5734 -0.875 0.251 0.203
C -1.8819 -7.8414 1.0857 -0.444 -0.808 -0.068
O -0.6165 -7.5133 0.5319 0.230 0.661 0.243
C -0.2025 -6.3631 1.1302 1.214 0.395 -0.175
O 0.9004 -5.9003 1.0150 -1.193 -0.399 0.184
O -1.2001 -5.8080 1.8766 0.576 -0.238 -0.303
H -3.0217 -6.6175 2.4591 0.189 0.140 -0.011
H -2.9436 -5.9733 0.8030 0.056 -0.035 0.021
H -1.7369 -8.5597 1.8980 0.007 0.070 -0.039
H -2.5326 -8.2863 0.3311 0.236 0.036 -0.024
C 0.9972 -3.9334 9.3517 0.023 0.936 -0.113
C 1.8368 -4.9556 8.6513 0.602 0.119 -0.815
O 1.6403 -6.1258 9.4334 -0.595 0.032 0.511
C 0.4507 -5.9790 10.0791 -0.474 -0.896 0.574
O -0.0994 -6.8518 10.6919 0.477 0.811 -0.559
O -0.0351 -4.7139 9.9383 0.146 -0.650 0.068
H 0.5830 -3.1933 8.6652 -0.089 -0.156 0.108
H 1.5434 -3.4152 10.1459 -0.025 -0.067 -0.015
H 1.4943 -5.1504 7.6314 0.034 0.091 0.094
H 2.8923 -4.6799 8.6240 -0.093 -0.201 0.050
C -0.4235 6.2593 -3.9788 0.611 0.336 -0.534
C -1.6082 6.8997 -3.3224 -0.231 0.932 0.034
O -2.4038 5.7871 -2.9409 0.346 -0.527 -0.060
C -1.5691 4.7162 -2.8327 -0.162 -1.130 0.517
O -1.8841 3.6569 -2.3670 0.334 1.019 -0.476
O -0.3310 5.0043 -3.3203 -0.556 -0.143 0.289
H 0.4920 6.8375 -3.8428 -0.025 -0.230 0.055
H -0.5793 6.0868 -5.0479 -0.017 -0.004 0.069
H -1.3359 7.4639 -2.4256 -0.008 -0.079 -0.041
H -2.1567 7.5555 -4.0007 -0.107 -0.180 0.130
C 8.2360 1.2762 -8.0243 0.502 -0.394 -0.660
C 7.2925 2.4392 -8.0644 -0.168 0.574 -0.663
O 6.4901 2.2416 -6.9099 0.254 -0.363 0.378
C 7.2157 1.4812 -6.0434 -0.247 -0.283 1.218
O 6.9027 1.2674 -4.9058 0.330 0.269 -1.075
O 8.3416 0.9963 -6.6359 -0.480 0.302 0.296
H 9.2128 1.5167 -8.4473 -0.031 -0.092 0.217
H 7.8356 0.3944 -8.5332 -0.012 0.064 0.054
H 7.8084 3.4002 -7.9764 -0.016 -0.065 0.024
H 6.6792 2.4476 -8.9671 -0.087 0.006 0.221
```
Positions in Å, forces in eV/Å.

Net charge: 0
Energy above the lowest of the compared OMol25 structures with the same formula, charge and spin: 44.9 kcal per mole
HOMO level: -9.28 eV
Max |F|: 0.1360 hartree/bohr
2S+1: 1


2.
A cluster of 2 separate species, C36H49BN8O4 in total, computed with ωB97M-V/def2-TZVPD.

Structure (XYZ):
```
98
Properties=species:S:1:pos:R:3:forces:R:3
C 0.5921 -3.9536 1.6739 0.016 -0.171 -0.367
C 0.9404 -3.7075 3.1304 -0.031 -0.106 0.272
C 0.2033 -4.8215 3.9025 -0.182 -0.165 0.247
C 2.4325 -3.9490 3.3593 0.316 -0.028 0.152
C 0.5468 -2.2905 3.6654 0.073 -0.204 0.009
C 0.0817 -2.2928 4.9924 0.241 -0.257 -0.360
C -0.5586 -1.2017 5.5531 -0.249 0.031 0.090
C -0.4702 0.0101 4.9141 0.370 -0.224 -0.035
C 0.3699 0.1317 3.7878 -0.254 0.842 -0.686
C 0.9964 1.5448 3.6756 -0.144 0.456 -0.025
C 2.0258 1.6929 2.5759 0.231 0.158 -0.262
C 1.7358 1.8785 4.9881 0.092 -0.328 0.302
C -0.1071 2.5901 3.4803 -0.127 0.295 0.063
C 0.6656 -1.0174 2.9994 -0.618 -0.634 1.788
N 1.0514 -0.9370 1.6143 0.917 0.298 -1.474
C 0.3110 -0.3806 0.5906 2.831 -1.186 0.487
B -0.7743 0.5933 1.1057 -2.166 1.187 -3.996
H -1.8649 1.2941 -2.1953 1.584 -0.678 0.129
N 1.0450 -0.5768 -0.5826 -0.337 -0.094 1.822
C 0.6529 -0.2309 -1.9439 -0.619 0.725 -0.749
C 1.2934 0.8421 -2.6348 0.235 0.253 0.270
C 2.5598 1.6251 -2.1545 -0.352 0.154 -0.293
C 2.6960 2.9636 -2.8920 -0.141 0.181 -0.150
C 3.8293 0.8337 -2.4268 0.148 -0.201 -0.155
C 2.4971 1.9897 -0.6874 0.063 0.116 0.548
C 0.7341 1.2558 -3.8508 0.198 -0.039 0.035
C -0.5146 0.8138 -4.2613 -0.070 0.206 -0.746
C -1.1138 -0.2381 -3.6031 0.061 -0.473 -0.116
C -0.4603 -0.8779 -2.5343 -0.523 -0.197 0.123
C -1.0912 -2.2309 -2.1225 -0.143 0.134 0.122
C -2.3551 -1.9812 -1.3171 -0.453 -0.113 0.096
C -0.1810 -3.0982 -1.2871 0.271 -0.100 0.320
C -1.4586 -3.0529 -3.3616 0.060 0.017 -0.322
C 2.2383 -1.2199 -0.2367 -0.579 0.144 -0.182
C 2.2733 -1.3676 1.0964 -0.458 -0.063 0.411
H 1.2885 -3.4562 0.9981 -0.351 -0.075 0.042
H 0.6809 -5.0309 1.4569 -0.038 0.366 0.088
H -0.4450 -3.6641 1.4643 0.263 0.011 -0.056
H 0.5889 -4.9490 4.9230 -0.208 0.009 -0.243
H -0.8772 -4.6285 3.9379 0.233 -0.088 0.073
H 0.3531 -5.7836 3.3909 0.028 0.334 0.127
H 2.6820 -3.8255 4.4197 0.006 -0.012 -0.160
H 2.6989 -4.9737 3.0672 -0.065 0.210 0.030
H 3.0560 -3.2626 2.7843 0.009 -0.199 0.133
H 0.1927 -3.1901 5.6021 -0.331 0.270 -0.420
H -1.0968 -1.3076 6.4948 0.182 0.068 -0.199
H -0.9367 0.8951 5.3506 0.406 -0.264 -0.108
H 2.4320 2.7219 2.5875 -0.191 -0.496 -0.028
H 1.5604 1.5335 1.6084 0.309 0.155 -0.005
H 2.8689 0.9991 2.7151 -0.216 0.123 -0.135
H 1.0674 1.8857 5.8563 0.127 -0.006 -0.160
H 2.5252 1.1380 5.1714 -0.114 0.123 0.049
H 2.2165 2.8652 4.9221 -0.208 -0.244 -0.115
H -0.7332 2.6757 4.3797 0.100 0.038 -0.335
H 0.3395 3.5806 3.2855 -0.222 -0.376 0.034
H -0.7452 2.3167 2.6299 0.054 0.346 0.278
H -1.9512 0.1770 0.9588 1.138 0.574 1.446
H -0.5106 1.7600 0.6535 -0.373 -1.381 1.315
H 1.7761 3.5533 -2.8104 0.207 -0.090 -0.149
H 3.4962 3.5503 -2.4260 -0.038 -0.197 -0.102
H 2.9624 2.8158 -3.9433 -0.033 0.164 0.102
H 3.8621 -0.0817 -1.8388 0.180 0.012 -0.084
H 3.8991 0.5728 -3.4866 0.079 -0.015 0.080
H 4.6956 1.4467 -2.1555 -0.054 -0.134 -0.060
H 2.6164 1.1115 -0.0630 0.056 0.137 0.149
H 3.3313 2.6634 -0.4474 -0.151 -0.144 -0.047
H 1.5673 2.5157 -0.4496 0.168 -0.144 -0.034
H 1.2752 1.9631 -4.4843 -0.432 -0.124 0.486
H -0.9969 1.2787 -5.1420 0.310 -0.341 0.635
H -2.0990 -0.6077 -3.9389 0.767 0.208 0.199
H -3.1034 -1.4130 -1.8719 0.257 -0.165 0.141
H -2.8194 -2.9355 -1.0310 0.147 0.125 0.005
H -2.1348 -1.4188 -0.4052 -0.080 -0.067 -0.025
H 0.7696 -3.3157 -1.7866 -0.042 -0.032 0.048
H 0.0141 -2.6029 -0.3420 0.018 -0.330 -0.123
H -0.6915 -4.0425 -1.0535 0.186 0.168 -0.141
H -0.5725 -3.2134 -3.9822 -0.085 -0.017 -0.058
H -1.8390 -4.0335 -3.0543 0.042 0.172 0.019
H -2.2296 -2.5769 -3.9703 0.089 -0.140 0.053
H 2.9456 -1.5663 -0.9727 -0.200 0.167 0.009
H 3.0338 -1.7520 1.7497 -0.014 -0.025 -0.164
O -6.2444 3.5559 -4.8662 1.853 0.388 0.621
N -5.1209 4.0306 -4.6326 -0.004 0.778 -0.483
O -4.7230 5.0997 -5.1466 -0.360 -1.262 0.675
C -4.1893 3.3632 -3.7222 -0.676 0.216 -0.695
C -2.9709 3.9091 -3.3550 -0.341 0.379 -0.376
C -2.1828 3.3392 -2.3888 0.758 -1.246 0.895
N -0.8621 3.7301 -2.1150 0.183 1.575 -0.787
O -0.2584 4.4589 -2.9508 -0.741 -0.815 1.220
O -0.3205 3.3859 -1.0289 -0.610 -0.101 -1.134
C -2.5034 2.0037 -1.7459 0.207 0.448 -0.613
N -3.7590 1.5105 -2.2273 -1.708 0.502 -0.233
N -4.2713 0.3140 -1.8810 -1.374 0.668 -1.041
N -5.3645 0.1726 -2.6197 1.546 0.554 0.742
N -5.5487 1.2283 -3.4219 0.584 0.267 0.228
C -4.5337 2.0814 -3.1841 -0.878 -1.296 0.656
H -2.6386 4.8325 -3.7954 -0.019 0.195 -0.193
H -2.3437 1.9632 -0.6840 -0.594 0.140 0.558
```
Positions in Å, forces in eV/Å.

Net charge: 0
Energy above the lowest of the compared OMol25 structures with the same formula, charge and spin: 0.0 kcal per mole
HOMO level: -6.86 eV
Max |F|: 0.0914 hartree/bohr
2S+1: 1


What is the net charge in the first record?
0


2S+1 of number 2 (C36H49BN8O4)?
1